Density functional theory data (the ωB97M-V functional and the def2-TZVPD basis) for C13H34BeN3O6 as an isolated structure.

Geometry as XYZ:
```
57
Properties=species:S:1:pos:R:3:forces:R:3
O 13.8487 -3.2025 10.5690 -1.0 0.1 0.0
O 14.4311 -4.6263 15.9523 -0.1 0.1 -1.0
O 13.9155 -4.1959 13.8129 -0.2 0.0 -0.9
O 13.8676 -6.1712 10.9376 -0.6 0.5 0.4
O 15.8553 -5.1107 14.2472 -0.3 0.0 0.2
O 16.1244 -2.5144 12.2115 -1.4 0.0 -0.2
N 17.4213 -4.7323 11.8877 -1.3 0.8 0.1
N 15.8857 -4.6886 9.4633 -0.3 -0.7 -0.6
N 15.8571 -6.9077 12.2894 -0.1 -0.4 -0.4
C 16.4429 -8.8174 10.7440 -0.5 -0.3 -0.6
C 15.8404 -7.4319 10.9006 0.9 0.3 1.0
C 14.1039 -2.9782 9.2044 2.4 -0.5 -0.2
C 14.4100 -7.3375 10.4259 0.4 -1.2 -0.5
C 17.4944 -2.3883 12.4713 -0.5 -0.1 -0.1
C 19.3735 -3.8985 13.1533 0.4 0.0 0.8
C 12.4619 -6.2177 11.1828 0.2 0.2 0.6
C 16.0620 -3.1790 7.5536 0.0 0.8 -0.9
C 15.5769 -3.3190 8.9888 2.0 -0.1 -0.5
C 12.4565 -2.9523 10.8063 -0.2 -0.4 -0.6
C 17.8566 -3.7540 12.9010 2.8 -0.6 0.9
C 14.7508 -4.6488 14.6360 0.5 -0.1 -0.9
C 15.4307 -1.2860 12.1326 1.3 1.6 -0.2
Be 15.4874 -4.8369 12.0367 0.8 -1.1 1.4
H 16.0905 -9.0978 9.7450 0.8 -0.5 -0.1
H 12.1307 -3.2007 11.8130 0.6 0.3 0.3
H 15.8707 -0.6564 11.3411 -0.5 -0.5 -0.7
H 15.7128 -0.6077 12.9492 -0.5 -0.6 0.7
H 17.8263 -4.4173 11.0088 -0.1 -0.2 0.0
H 16.8670 -4.9551 9.3642 0.3 1.1 0.3
H 16.2567 -2.6379 9.5097 -0.6 0.1 0.7
H 16.7995 -7.0049 12.6553 0.0 0.2 0.0
H 12.2288 -1.9220 10.5268 -0.1 0.1 0.2
H 11.8851 -3.6256 10.1563 -0.1 0.2 -0.1
H 19.9388 -4.4601 12.4075 -0.2 0.0 -0.2
H 17.1294 -3.3749 7.4122 -0.1 -0.7 0.5
H 12.2010 -7.0562 11.8327 0.1 -0.2 -0.2
H 13.9421 -8.2801 10.7409 -0.6 0.4 0.4
H 14.3485 -7.3698 9.3320 0.1 0.2 -0.1
H 16.0856 -2.1421 7.1978 -0.8 0.0 0.1
H 14.0677 -1.9316 8.8861 -0.8 0.1 0.3
H 15.3930 -7.6200 12.8580 -0.6 0.6 0.2
H 17.4158 -4.0336 13.8535 -0.5 0.4 -0.4
H 17.6851 -1.6782 13.2785 0.0 0.1 0.0
H 14.3651 -1.4002 12.0203 0.0 -0.3 0.1
H 18.0400 -2.0871 11.5659 0.0 0.2 0.0
H 15.4893 -3.7844 6.8467 0.0 0.0 0.0
H 15.6075 -5.2807 8.6704 -1.0 -0.2 0.5
H 17.5223 -8.8819 10.8767 0.1 0.4 -0.5
H 19.4812 -4.4118 14.1113 0.2 -0.3 -0.2
H 17.8433 -5.6246 12.1036 0.1 0.0 0.0
H 13.5481 -3.6196 8.5116 -0.5 0.1 0.3
H 12.2579 -5.3155 11.7531 -0.2 -0.1 -0.2
H 16.0964 -9.6245 11.3968 -0.6 0.5 0.3
H 16.4080 -6.6851 10.3504 0.3 -0.4 -0.2
H 11.8958 -6.2721 10.2523 0.0 0.1 0.0
H 19.9356 -2.9748 13.3131 -0.4 0.2 -0.2
H 13.5433 -4.2394 15.8819 0.0 0.0 0.7
```
Positions in Å, forces in eV/Å.

Results
E_HOMO: -12.17 eV
charge: +1
Kohn-Sham gap: 9.6 eV
multiplicity: 1

Here are the Mulliken charges for atoms 1 to 6, given in e: 0.478, -0.501, -0.655, 0.143, -0.720, 0.086